1.
Density functional theory data (ωB97M-V/def2-TZVPD) for one molecule with the formula CBrNO3 at a distorted geometry.

```
6
Properties=species:S:1:pos:R:3:forces:R:3
O -0.497 1.249 -1.272 -0.54 1.20 -1.13
C -0.349 0.323 -0.644 -0.14 -4.07 -0.13
Br -0.592 -2.073 -1.078 0.00 2.71 -0.11
N 0.301 0.214 0.739 0.00 -1.80 0.19
O 0.036 -0.794 1.345 0.42 1.51 0.44
O 1.102 1.081 0.910 0.26 0.45 0.75
```
Positions in Å, forces in eV/Å.

Results
**Gap between HOMO and LUMO**: 8.4 eV
**E_tot**: -78706.97947 eV
**Largest force on an atom**: 4.1 eV/Å
**E_LUMO**: -2.1 eV
**E_HOMO**: -10.55 eV


2.
Density functional theory data (ωB97M-V/def2-TZVPD) for a 2-piece molecular cluster, CBrNOS overall at a distorted geometry.

```
5
Properties=species:S:1:pos:R:3:forces:R:3
C -0.600 0.097 0.220 -0.26 -0.30 0.61
N -1.359 -0.601 -0.304 -1.65 -1.33 -1.64
O 0.151 0.728 0.907 2.83 1.42 0.30
S 2.560 0.471 -0.191 -0.88 0.33 1.32
Br 3.415 0.093 -2.032 -0.04 -0.13 -0.60
```
Positions in Å, forces in eV/Å.

Results
**Gap between HOMO and LUMO (alpha / beta)**: 4.7 / 4.7 eV
**E_tot**: -85447.75351 eV
**Largest force on an atom**: 3.2 eV/Å
**E_LUMO (alpha / beta)**: -4.6 / -4.6 eV
**E_HOMO (alpha / beta)**: -9.33 / -9.28 eV


3.
Density functional theory data (ωB97M-V/def2-TZVPD) for a 2-piece molecular cluster, CCl2F2 overall at a distorted geometry.

```
5
Properties=species:S:1:pos:R:3:forces:R:3
C -0.582 0.456 0.340 0.56 -0.15 -2.83
F -1.563 -0.124 -0.312 -0.43 -0.04 1.05
F 2.401 -1.558 -0.410 -1.33 1.09 0.66
Cl -0.503 2.080 -0.086 -0.19 0.55 0.65
Cl 0.756 -0.433 0.526 1.39 -1.46 0.46
```
Positions in Å, forces in eV/Å.

Results
**Gap between HOMO and LUMO (alpha / beta)**: 7.0 / 7.0 eV
**E_tot**: -31512.30104 eV
**Largest force on an atom**: 2.9 eV/Å
**E_LUMO (alpha / beta)**: -3.1 / -3.0 eV
**E_HOMO (alpha / beta)**: -10.07 / -10.09 eV


4.
Density functional theory data (ωB97M-V/def2-TZVPD) for a 2-piece molecular cluster, CCl2FNO overall at a distorted geometry.

```
6
Properties=species:S:1:pos:R:3:forces:R:3
C 0.400 0.849 0.611 -2.41 0.49 2.11
N -0.938 -1.426 -2.185 0.50 -0.31 -0.50
O -0.117 0.904 1.673 -0.07 -0.07 -0.94
F 1.649 0.736 0.435 2.69 -0.29 -0.76
Cl -2.204 -2.040 -1.251 0.22 0.78 0.09
Cl -0.431 0.170 -1.902 -0.92 -0.61 0.00
```
Positions in Å, forces in eV/Å.

Results
**Gap between HOMO and LUMO (alpha / beta)**: 8.0 / 9.0 eV
**E_tot**: -32331.52940 eV
**Largest force on an atom**: 3.2 eV/Å
**E_LUMO (alpha / beta)**: -1.7 / -1.3 eV
**E_HOMO (alpha / beta)**: -9.68 / -10.24 eV


The evaluated relative energy (zero: lowest compared OMol25 entry of this formula, charge and spin) for the records listed, in turn: 76.4; 86.4; 102.6; 49.8 kcal per mole.